Run 1
9
Properties=species:S:1:pos:R:3:mulliken_charge:R:1 method="wB97M-V/def2-TZVPD" lumo_ev=1.141 multiplicity=1 smiles=F[C@@H]1C[C@H]1Cl homo_lumo_gap_ev=10.16
F -1.5913 -1.2561 -0.1126 -0.2742
C -0.5897 -0.5899 0.4962 -0.0814
C -0.2855 0.8086 0.0521 -0.4796
C 0.7385 -0.0997 -0.5729 -0.2209
Cl 2.3380 -0.1775 0.0823 -0.1960
H -0.3176 -0.9913 1.4551 0.3770
H -0.9989 1.2599 -0.6269 0.2371
H 0.0681 1.4929 0.8131 0.2621
H 0.6384 -0.4470 -1.5863 0.3760

Run 2
9
Properties=species:S:1:pos:R:3:mulliken_charge:R:1 method="wB97M-V/def2-TZVPD" lumo_ev=1.114 multiplicity=1 smiles=F[C@@H]1C[C@H]1Cl homo_lumo_gap_ev=11.84
F -1.4273 -1.7839 0.3909 -0.2871
C -0.3509 -1.0217 -0.0883 -0.0379
C 0.7205 -0.6834 0.9423 -0.6039
C -0.1583 0.3577 0.3646 -0.0113
Cl 0.5893 1.5368 -0.7851 -0.2113
H 0.0648 -1.2556 -1.0850 0.3247
H 1.7452 -0.6056 0.6358 0.2552
H 0.6728 -1.0326 2.0210 0.2340
H -0.9223 0.9081 0.9458 0.3375

Result of the stability comparison: run 1 is the least stable of them.

Run 1
14
Properties=species:S:1:pos:R:3:mulliken_charge:R:1 method="wB97M-V/def2-TZVPD" lumo_ev=0.430 multiplicity=1 smiles="CNC=O.N#CN" homo_lumo_gap_ev=9.24
C 0.7283 -0.5187 -1.2361 -0.8355
N 0.2115 -0.8201 0.0982 -0.2957
C -1.1735 -1.3325 0.2955 0.0904
O -1.3711 -2.3545 0.9038 -0.4930
H 1.6347 0.0686 -1.0797 0.2573
H -0.0119 0.0503 -1.7976 0.3459
H 1.0583 -1.4267 -1.7451 0.3298
H 0.8291 -1.4722 0.5808 0.2042
H -1.8981 -0.7460 -0.2787 0.3920
N -1.3890 0.7205 1.5836 -0.6056
C -0.3681 0.9791 1.0206 0.5794
N 0.3661 2.0339 0.5324 -0.4044
H 0.0362 2.9603 0.7840 0.2341
H 1.3475 1.8578 0.3382 0.2010

Run 2
14
Properties=species:S:1:pos:R:3:mulliken_charge:R:1 method="wB97M-V/def2-TZVPD" lumo_ev=1.075 multiplicity=1 homo_lumo_gap_ev=10.04
C 1.0166 2.0499 1.2181 -0.2586
N 0.5911 1.2035 0.3658 -0.6136
O 0.1448 0.0825 0.6640 0.0051
C -0.6386 -0.5338 -0.3175 0.6653
C -1.7913 -1.1741 0.4822 -0.9010
N -0.3350 -0.9231 -1.4402 -0.2682
N 1.0176 -0.7671 -1.8320 -0.5111
H 1.1612 1.9577 2.3825 0.2333
H 1.5923 2.7428 0.7660 0.2728
H -2.2926 -1.8640 -0.2701 0.2813
H -2.2817 -0.4252 0.8408 0.3572
H -1.2176 -1.7649 1.3340 0.2263
H 1.4027 -0.6462 -2.8025 0.2630
H 1.6305 0.0620 -1.3911 0.2481

Result of the stability comparison: run 2 is the least stable of them.

Run 1
14
Properties=species:S:1:pos:R:3:mulliken_charge:R:1 method="wB97M-V/def2-TZVPD" lumo_ev=0.791 multiplicity=1 smiles="[H]/N=C/NC(=O)NC" homo_lumo_gap_ev=10.42
H -4.0404 -0.6314 -0.7309 0.2568
N -3.2998 -0.5564 -0.0378 -0.6492
C -2.2473 -0.0945 -0.5769 0.0071
N -1.1073 0.0970 0.1874 -0.2720
C 0.1469 0.2281 -0.4097 0.6236
O 0.2844 0.3390 -1.6162 -0.6310
N 1.1833 0.2055 0.4781 -0.2119
C 2.5544 0.1027 0.0280 -0.8035
H -2.1014 0.1879 -1.6213 0.3364
H -1.1870 -0.2247 1.1431 0.2868
H 0.9927 0.1963 1.4671 0.1968
H 2.5317 -0.0875 -1.0460 0.3047
H 3.0551 -0.7325 0.5290 0.2948
H 3.1216 1.0221 0.2092 0.2604

Run 2
14
Properties=species:S:1:pos:R:3:mulliken_charge:R:1 method="wB97M-V/def2-TZVPD" lumo_ev=0.908 multiplicity=1 smiles="C/N=C(/N)C(N)=O" homo_lumo_gap_ev=9.99
C 1.0614 1.4938 -0.3264 -0.9310
N 1.0964 0.0696 -0.1618 -0.5664
C 0.0981 -0.6884 0.0496 0.4026
N 0.2892 -2.0418 0.1700 -0.4649
C -1.3985 -0.3719 0.2306 0.6998
N -1.8557 0.8673 -0.0782 -0.3524
O -2.1309 -1.2402 0.6795 -0.6443
H 2.0238 1.8788 0.0124 0.2582
H 0.2979 2.0331 0.2525 0.3079
H 0.9632 1.7486 -1.3943 0.3230
H -0.4485 -2.5268 0.6636 0.2580
H 1.2450 -2.2957 0.3718 0.2706
H -1.2973 1.5167 -0.6063 0.2079
H -2.8504 1.0322 0.0362 0.2310

Result of the stability comparison: run 2 is the least stable of them.

Run 1
14
Properties=species:S:1:pos:R:3:mulliken_charge:R:1 method="wB97M-V/def2-TZVPD" lumo_ev=1.029 multiplicity=1 homo_lumo_gap_ev=9.65
C -1.7240 -0.5957 -1.0429 -0.4067
N -1.7245 0.6355 -0.2974 -0.3639
C -1.0588 0.9468 0.6664 0.7744
N -0.5258 1.4775 1.6656 -0.7333
C 1.2606 -0.0789 0.1271 -0.3328
O 1.8948 0.4382 1.1639 -0.4822
N 2.1192 -0.6989 -0.6792 -0.1922
H -2.3813 -1.3389 -0.5783 0.2440
H -0.7019 -0.9934 -1.0708 0.0779
H -2.0860 -0.4019 -2.0552 0.2337
H 1.1853 0.9228 1.6595 0.5018
H -1.1419 1.5490 2.4669 0.2105
H 1.7662 -1.1225 -1.5212 0.2285
H 3.1181 -0.7397 -0.5043 0.2403

Run 2
14
Properties=species:S:1:pos:R:3:mulliken_charge:R:1 method="wB97M-V/def2-TZVPD" lumo_ev=0.426 multiplicity=1 homo_lumo_gap_ev=7.64
C 2.3116 -0.6346 0.4829 -0.8224
N 1.5463 0.6874 0.3424 -0.1760
C 0.2112 0.8040 -0.3236 0.4564
O 0.0296 1.6571 -1.1575 -0.5541
N -0.6796 -0.1204 0.1076 -0.2022
C -1.9803 -0.1783 -0.4029 -0.0149
N -2.7854 -1.0586 0.0148 -0.5994
H 2.1755 -1.1249 -0.4913 0.1849
H 1.7581 -1.2047 1.2449 0.1659
H 2.1372 1.3272 -0.1914 0.3469
H 1.4771 1.0895 1.2795 0.3269
H -0.3524 -0.8754 0.7031 0.2754
H -2.1661 0.5947 -1.1519 0.3393
H -3.6828 -0.9631 -0.4568 0.2733

Run 3
14
Properties=species:S:1:pos:R:3:mulliken_charge:R:1 method="wB97M-V/def2-TZVPD" lumo_ev=0.785 multiplicity=1 smiles="[H]/N=C/NC(=O)NC" homo_lumo_gap_ev=10.44
H 2.8713 -2.6926 -1.1676 0.2570
N 2.4203 -2.2325 -0.3807 -0.6466
C 1.3577 -1.6548 -0.7662 0.0090
N 0.5782 -0.9680 0.1505 -0.2641
C -0.3683 -0.0284 -0.2558 0.6184
O -0.6520 0.1491 -1.4275 -0.6235
N -0.9285 0.6642 0.7831 -0.2337
C -1.5268 1.9648 0.5640 -0.8145
H 0.9483 -1.6158 -1.7774 0.3368
H 0.9818 -0.9085 1.0759 0.2879
H -0.6644 0.4182 1.7240 0.2114
H -1.5093 2.1554 -0.5100 0.3282
H -0.9459 2.7425 1.0739 0.2833
H -2.5625 2.0063 0.9138 0.2504

Run 4
14
Properties=species:S:1:pos:R:3:mulliken_charge:R:1 method="wB97M-V/def2-TZVPD" lumo_ev="-1.784 / -1.378" multiplicity=1 homo_lumo_gap_ev="6.62 / 6.85"
N -1.0381 1.0859 -0.4900 0.0219
N -0.0621 -0.2194 1.1298 -0.4767
C -0.0462 0.9341 0.5121 0.8749
C 0.1772 -2.4958 -0.5160 -0.2560
C 0.7050 2.0643 0.7953 -1.0809
O -1.4919 0.0400 -1.1225 -0.4050
N 0.2983 -1.6928 -1.4646 -0.6797
H -0.4560 -0.8409 -1.4421 0.4662
H -0.9742 1.9374 -1.0501 0.2299
H 0.6847 -0.3004 1.8115 0.1801
H -0.3287 -2.1553 0.4216 0.2454
H 0.6775 -3.4577 -0.5449 0.3080
H 0.5501 2.9933 0.2702 0.2792
H 1.3045 2.1075 1.6897 0.2928

Result of the stability comparison: run 4 is the least stable of them.

Run 1
14
Properties=species:S:1:pos:R:3:mulliken_charge:R:1 method="wB97M-V/def2-TZVPD" lumo_ev="-0.524 / 0.116" multiplicity=1 homo_lumo_gap_ev="7.34 / 8.54"
N -1.0972 0.8690 0.3075 -0.1760
C 1.1942 0.4288 0.1856 0.5526
N 2.3789 -0.1998 0.1219 -0.4133
C -0.3917 -0.3524 -0.3511 0.0296
C -0.8460 -1.6152 -0.0155 -0.8981
O -1.8885 1.7689 -0.4216 -0.4161
N 0.8655 1.5733 0.5241 -0.5573
H -1.2362 2.2234 -0.9801 0.3507
H -1.6432 0.6100 1.1294 0.2234
H 2.3354 -1.2093 0.0489 0.2360
H 3.1749 0.1851 0.6056 0.2602
H -0.3922 -0.1593 -1.4242 0.2294
H -1.3326 -2.2584 -0.7315 0.2804
H -1.1215 -1.8641 1.0011 0.2985

Run 2
14
Properties=species:S:1:pos:R:3:mulliken_charge:R:1 method="wB97M-V/def2-TZVPD" lumo_ev=0.834 multiplicity=1 smiles="[H]/N=C/N(C)/C=N/O" homo_lumo_gap_ev=9.29
H -1.4242 2.7100 0.0304 0.2507
N -0.7322 1.9643 0.0173 -0.5505
C -1.3822 0.8635 -0.0447 0.0744
N -0.8287 -0.3935 -0.0717 0.0603
C -1.6860 -1.5551 0.0590 -0.8452
C 0.5480 -0.6054 -0.0373 -0.1134
N 1.4252 0.3267 0.0639 -0.2810
O 2.6921 -0.2840 -0.0335 -0.4206
H -2.4911 0.8208 -0.0440 0.2349
H -2.7321 -1.2346 0.0071 0.2722
H -1.4477 -2.2992 -0.7246 0.2879
H -1.5002 -2.0453 1.0329 0.3346
H 0.8393 -1.6658 -0.1767 0.3232
H 3.2906 0.4851 0.2148 0.3724

Result of the stability comparison: run 1 is the least stable of them.

Run 1
14
Properties=species:S:1:pos:R:3:mulliken_charge:R:1 method="wB97M-V/def2-TZVPD" lumo_ev=0.788 multiplicity=1 smiles="[H]/N=C/NC(=O)NC" homo_lumo_gap_ev=10.41
H -4.0580 -0.5678 -0.5732 0.2584
N -3.3190 -0.4869 0.1209 -0.6514
C -2.2415 -0.1125 -0.4366 0.0110
N -1.0965 0.0666 0.3214 -0.2673
C 0.1596 0.1806 -0.2731 0.6347
O 0.3002 0.2706 -1.4812 -0.6345
N 1.1938 0.1694 0.6173 -0.2123
C 2.5690 0.1165 0.1714 -0.7985
H -2.0759 0.0997 -1.4947 0.3331
H -1.1892 -0.1859 1.2962 0.2762
H 1.0019 0.1638 1.6060 0.1944
H 2.5560 -0.0535 -0.9061 0.3024
H 3.0950 -0.7113 0.6586 0.2917
H 3.1046 1.0507 0.3731 0.2622

Run 2
14
Properties=species:S:1:pos:R:3:mulliken_charge:R:1 method="wB97M-V/def2-TZVPD" lumo_ev=0.944 multiplicity=1 smiles="[H]/N=C/[C@@H]1NN1OC" homo_lumo_gap_ev=10.57
H 3.9473 0.4095 -0.3886 0.2560
N 3.1038 0.6574 0.0962 -0.5527
C 2.1204 -0.0229 -0.3247 -0.2199
C 0.8961 0.0626 0.4418 0.3289
N -0.0016 -1.1694 0.5538 -0.5298
N -0.3616 -0.0324 -0.2185 -0.2925
O -1.3488 0.7124 0.4301 -0.1606
C -2.6388 0.4257 -0.0682 -0.5890
H 2.0314 -0.8204 -1.1070 0.2274
H 0.9977 0.8019 1.2266 0.4376
H 0.1756 -1.7884 -0.2302 0.2852
H -3.3067 0.9730 0.4890 0.2660
H -2.7876 -0.7146 0.1733 0.2252
H -2.8269 0.5056 -1.0734 0.3182

Run 3
14
Properties=species:S:1:pos:R:3:mulliken_charge:R:1 method="wB97M-V/def2-TZVPD" lumo_ev="0.441 / 0.440" multiplicity=1 homo_lumo_gap_ev="7.93 / 7.93"
C -0.5408 -0.8811 -1.1840 -1.0036
N -0.0551 0.0074 -0.1181 0.4809
C -0.8790 0.0761 1.0248 -0.3413
N 1.6877 -0.1401 -0.0754 -0.5696
C -0.1459 1.5885 -0.3060 0.0611
N -0.4778 -0.3945 2.1136 -0.5259
O 0.1047 2.4544 0.4674 -0.3447
H 1.7753 -1.1489 0.0671 0.2483
H 1.8940 0.2483 0.8466 0.2760
H -1.1664 -0.2994 2.8585 0.2643
H -0.2197 1.7665 -1.3899 0.3321
H 0.1308 -0.7681 -2.0334 0.3726
H -0.5551 -1.8976 -0.7918 0.3745
H -1.5525 -0.6115 -1.4795 0.3752

Run 4
14
Properties=species:S:1:pos:R:3:mulliken_charge:R:1 method="wB97M-V/def2-TZVPD" lumo_ev="-1.594 / -0.976" multiplicity=1 homo_lumo_gap_ev="6.74 / 7.88"
C 1.0006 -0.1051 -1.2984 0.3931
C 0.7838 1.0271 -0.3000 -0.4836
C -0.2554 0.8844 0.8462 -0.3470
N 0.3315 -1.1619 -0.9866 -0.4516
N -0.2473 -0.5384 1.1551 -0.0945
N -1.3942 -1.1569 1.2870 -0.2956
O 1.7295 0.0397 -2.2407 -0.6449
H 1.8021 1.2115 0.2116 0.2009
H 0.4999 1.8754 -0.9306 0.3128
H -0.2091 1.5714 1.7232 0.3302
H -1.1711 1.2157 0.2227 0.2688
H 0.4888 -2.0034 -1.5687 0.2378
H -2.1306 -0.7490 0.7662 0.2632
H -1.2285 -2.1105 1.1132 0.3105

Result of the stability comparison: run 3 is the least stable of them.

Run 1
14
Properties=species:S:1:pos:R:3:mulliken_charge:R:1 method="wB97M-V/def2-TZVPD" lumo_ev=1.016 multiplicity=1 smiles="CNC=O.N#CN" homo_lumo_gap_ev=10.65
C 1.3605 1.7801 -0.1566 -0.6961
N 0.8740 0.5198 -0.6336 -0.0647
C 1.0275 -0.6792 -0.0741 0.0190
O 0.4535 -1.7134 -0.3840 -0.6825
H 0.5153 2.3954 0.1633 0.2786
H 1.9074 2.3023 -0.9432 0.2880
H 2.0132 1.6165 0.7016 0.2459
H 0.4535 0.2979 -1.5746 0.2595
H 1.6391 -0.6306 0.8459 0.2939
N -1.8156 0.6965 0.3464 -0.4509
C -1.9708 -0.4442 0.4138 0.4302
N -2.1421 -1.7329 0.6113 -0.4901
H -1.3074 -2.2750 0.4032 0.3205
H -3.0081 -2.1333 0.2806 0.2486

Run 2
14
Properties=species:S:1:pos:R:3:mulliken_charge:R:1 method="wB97M-V/def2-TZVPD" lumo_ev="0.321 / 0.322" multiplicity=1 homo_lumo_gap_ev="7.28 / 7.28"
C 1.3292 1.1298 -0.4405 -0.8980
N 1.2612 -0.1086 0.0873 -0.4831
C 0.1674 -0.8406 0.0316 0.2776
N 0.2312 -2.2203 0.3088 -0.5396
C -1.1583 -0.2981 -0.0032 0.3982
N -1.1996 1.2084 -0.0440 -0.2941
O -2.2059 -0.8442 0.3063 -0.6274
H 2.2809 1.6363 -0.3072 0.2798
H 0.9031 1.2834 -1.4378 0.3117
H -0.5470 -2.5146 0.8907 0.2488
H 1.1200 -2.4430 0.7452 0.2615
H -0.1402 1.5627 0.1010 0.3618
H -1.4961 1.5504 -0.9662 0.3642
H -1.8554 1.5182 0.6825 0.3386

Run 3
14
Properties=species:S:1:pos:R:3:mulliken_charge:R:1 method="wB97M-V/def2-TZVPD" lumo_ev=0.982 multiplicity=1 homo_lumo_gap_ev=10.32
C -0.8038 -1.8652 -0.0975 -1.2560
N 0.4600 1.3217 1.2645 -0.5365
C 0.2620 1.0608 -0.1098 0.9707
N 0.9265 1.7058 -1.1436 -0.5644
C -0.7195 -0.5083 0.5583 0.2731
N 0.6724 -0.0504 0.7472 -0.4731
O -1.0226 0.5782 -0.3438 -0.4595
H 1.3755 1.7232 1.4473 0.2525
H 0.7088 1.2910 -2.0400 0.2529
H 1.9252 1.7539 -0.9931 0.2391
H -1.3160 -0.4411 1.4724 0.3723
H -1.8320 -2.0601 -0.3875 0.3234
H -0.1700 -1.8889 -0.9802 0.2926
H -0.4665 -2.6206 0.6058 0.3131

Run 4
14
Properties=species:S:1:pos:R:3:mulliken_charge:R:1 method="wB97M-V/def2-TZVPD" lumo_ev=0.933 multiplicity=1 homo_lumo_gap_ev=9.57
C -0.4110 -0.2642 2.0239 -0.4521
N -1.4045 0.1255 1.0683 -0.4161
C -1.2031 0.5878 -0.0532 0.7551
N -1.5098 1.2216 -1.1085 -0.7120
C 0.6818 -0.1966 -0.9896 -0.1292
O 0.6399 0.4009 -2.1435 -0.5060
N 1.7175 -1.0263 -0.8956 -0.2604
H -0.2024 0.5508 2.7277 0.2339
H 0.5314 -0.5220 1.5169 0.0755
H -0.7644 -1.1246 2.6002 0.2335
H -0.2267 0.9348 -2.0772 0.4879
H -2.0633 2.0526 -0.9343 0.2184
H 1.8572 -1.5750 -0.0634 0.2218
H 2.3574 -1.1651 -1.6716 0.2496

Result of the stability comparison: run 2 is the least stable of them.